[1]
The following is a DFT calculation (wB97M-V/def2-TZVPD) of 5 unconnected molecules or ions with the total composition C17H39Br6NO9P2 in a non-equilibrium geometry.

Each line ends with the Löwdin charge.
Atoms and positions in Å:
Br (-16.81364, -9.65660, -19.17331)  0.58
Br (-19.28554, -12.75082, -14.93509)  0.58
Br (-14.86282, -7.14967, -18.38291)  0.60
Br (-13.54805, -9.96153, -19.75414)  0.50
Br (-22.54836, -12.72535, -15.00011)  0.52
Br (-20.85393, -10.57199, -16.83782)  0.49
P (-18.61336, -5.72061, -20.60727)  0.62
P (-24.56592, -3.71394, -15.74538)  0.51
O (-24.37074, -3.32971, -14.32382)  -0.25
O (-24.42433, -2.56040, -16.88369)  -0.19
O (-23.53150, -4.83552, -16.27382)  -0.22
O (-18.22574, -4.18368, -20.10811)  -0.16
O (-19.66519, -5.47004, -21.88194)  -0.19
O (-18.73655, -6.55453, -13.32585)  0.03
O (-17.45784, -6.63886, -20.95345)  -0.27
O (-26.06613, -4.35528, -16.13903)  -0.24
O (-19.59272, -6.18102, -19.40757)  -0.17
N (-17.42202, -7.68015, -14.87902)  -0.18
C (-20.85261, -11.66823, -15.10978)  -1.50
C (-21.68858, -6.05549, -18.41672)  -0.06
C (-23.16035, -5.98493, -15.43313)  -0.26
C (-20.53042, -5.29302, -18.99444)  -0.33
C (-17.36025, -3.99059, -19.09764)  -0.38
C (-16.24151, -8.51341, -15.02743)  -0.06
C (-15.15812, -8.72366, -19.50756)  -1.51
C (-21.95844, -5.59031, -14.67340)  -0.08
C (-20.26468, -6.52208, -22.58539)  -0.32
C (-25.34598, -1.42794, -16.97518)  -0.29
C (-27.24713, -6.37585, -16.28176)  -0.07
C (-18.53494, -7.87898, -15.83084)  -0.06
C (-17.68540, -6.93459, -13.75120)  -0.36
C (-26.87833, -5.22872, -15.30703)  -0.24
C (-24.88037, -0.22088, -16.28630)  -0.09
C (-21.69039, -6.20311, -22.65180)  -0.09
C (-17.31255, -2.84252, -18.15242)  -0.06
H (-26.38525, -1.54210, -16.66698)  0.12
H (-15.42717, -8.18460, -20.41592)  -0.06
H (-25.25319, -1.32355, -18.05620)  0.12
H (-16.59193, -2.94351, -17.34088)  0.09
H (-22.88445, -6.88008, -15.99052)  0.10
H (-16.50740, -9.56372, -15.14690)  0.09
H (-21.41420, -4.92565, -15.34432)  0.09
H (-21.57096, -6.71213, -17.55469)  0.07
H (-17.63087, -4.79000, -18.40786)  0.09
H (-21.13131, -6.30006, -14.68804)  0.05
H (-18.38182, -8.01889, -16.90092)  0.06
H (-16.36153, -4.37094, -19.31209)  0.11
H (-19.24586, -7.05443, -15.77777)  0.07
H (-24.61476, -0.53827, -15.27793)  0.08
H (-27.95366, -6.11663, -17.07026)  0.07
H (-19.97719, -6.60326, -23.63365)  0.13
H (-18.27923, -2.52374, -17.76253)  0.08
H (-15.43113, -8.32660, -14.32281)  0.09
H (-26.31715, -6.72801, -16.72811)  0.07
H (-23.94922, 0.07545, -16.76926)  0.09
H (-27.60928, -4.58023, -14.82406)  0.12
H (-22.35104, -6.87022, -23.20552)  0.09
H (-20.80451, -10.93644, -14.30339)  -0.03
H (-22.10543, -6.64136, -19.23592)  0.07
H (-20.86413, -4.60189, -19.76843)  0.13
H (-26.37336, -5.71561, -14.47273)  0.10
H (-22.57462, -5.45962, -18.19766)  0.07
H (-22.26406, -5.26314, -13.67960)  0.09
H (-21.81620, -5.18627, -23.02369)  0.09
H (-23.89934, -6.29111, -14.69269)  0.11
H (-16.78345, -6.63590, -13.19490)  0.13
H (-19.08112, -8.75439, -15.47949)  0.04
H (-16.92271, -1.97494, -18.68480)  0.07
H (-20.20462, -4.73292, -18.11795)  0.12
H (-15.85922, -8.19351, -15.99677)  0.01
H (-20.14512, -7.45968, -22.04251)  0.12
H (-27.74285, -7.23908, -15.83770)  0.07
H (-25.70075, 0.49666, -16.30118)  0.09
H (-22.13337, -6.32531, -21.66340)  0.07

SMILES string = CCOP(=O)(OCC)OCC.CCOP(=O)(OCC)OCC.BrC(Br)Br.BrC(Br)Br.CN(C)C=O
frontier orbital gap = 8.5 eV

---

[2]
The following is a DFT calculation (wB97M-V/def2-TZVPD) of 2 unconnected molecules or ions with the total composition C17H39ClN3O6P in a non-equilibrium geometry.

Each line ends with the Löwdin charge.
Atoms and positions in Å:
Cl (3.65093, 1.80318, -0.22077)  0.66
P (2.55125, -2.15736, 2.03268)  0.95
O (0.16500, -1.61085, 0.76706)  -0.13
O (-4.49431, 0.18491, -2.71942)  0.07
O (-0.17238, 1.27814, -1.39921)  -0.10
O (2.16480, -3.33174, -3.44738)  -0.07
O (-5.22502, -0.40523, -0.77268)  0.06
O (3.40937, -1.42328, 0.81101)  -0.34
N (-5.32933, -0.29685, -1.97844)  -0.44
N (-1.36200, -3.95629, 1.70646)  0.01
N (-2.10240, 2.68192, 0.34001)  -0.10
C (2.63460, 3.29934, -0.29160)  -0.69
C (0.70892, -0.00457, 2.54830)  -0.05
C (1.42342, 3.02012, -1.17488)  -0.16
C (-1.35667, -2.77036, 2.57170)  -0.28
C (0.80281, -1.45177, 2.02052)  -0.62
C (-6.58907, -0.80517, -2.58943)  0.05
C (2.02713, -1.08386, -2.40983)  -0.16
C (-0.56353, 0.03715, -0.83410)  -0.12
C (3.23285, -1.31597, 3.52246)  -0.25
C (0.62712, -0.80926, -0.33160)  -0.29
C (0.03736, -2.37416, 3.02025)  -0.19
C (-3.00051, 2.31551, -0.76120)  -0.12
C (2.34120, 3.82219, 1.08962)  -0.12
C (0.28141, 2.25333, -0.47568)  -0.33
C (1.08276, -1.76958, -1.43200)  -0.14
C (-0.81802, 3.23949, -0.04666)  -0.18
C (2.21636, -1.93079, -3.68964)  -0.25
H (4.09860, -1.83213, 3.90980)  0.03
H (-2.55145, 2.65043, -1.68898)  0.08
H (3.20412, -1.73000, -4.08504)  0.11
H (-1.04195, -0.51347, -1.63386)  0.13
H (-3.94326, 2.84480, -0.67552)  0.07
H (-6.66156, -1.86167, -2.35105)  0.10
H (-6.54011, -0.64499, -3.65955)  0.09
H (-0.41224, -4.16086, 1.42960)  0.06
H (-0.21891, 0.46866, 2.24747)  0.08
H (3.27248, 3.92594, 1.63814)  0.08
H (-1.92960, -3.81405, 0.88464)  0.06
H (0.72751, 1.81443, 0.40803)  0.10
H (3.00526, -0.97776, -1.95944)  0.10
H (-0.99312, 3.99601, -0.80369)  0.12
H (-1.88249, -1.92904, 2.13352)  0.11
H (1.27964, -3.63897, -3.69461)  0.09
H (1.71236, 2.46012, -2.05123)  0.11
H (-0.06249, -1.88531, 3.98132)  0.10
H (1.49240, -0.20167, -0.09793)  0.10
H (3.46368, -0.28095, 3.27843)  0.04
H (-1.29912, 0.11766, -0.03572)  0.11
H (-3.15360, 1.25194, -0.86455)  0.03
H (1.68585, 3.18819, 1.67040)  0.06
H (-0.43174, 3.76722, 0.82336)  0.11
H (0.23584, -2.22122, -1.93747)  0.12
H (0.80943, 0.00545, 3.62250)  0.07
H (1.92716, 4.81735, 0.98343)  0.09
H (1.04929, 3.98291, -1.51959)  0.12
H (0.62366, -3.27281, 3.20793)  0.09
H (3.23568, 4.04740, -0.78844)  0.10
H (-1.99578, 1.92886, 1.00187)  0.09
H (1.61439, -0.11839, -2.68073)  0.10
H (2.47838, -1.29644, 4.30283)  0.04
H (-1.90642, -3.02125, 3.47806)  0.10
H (1.65243, -2.54172, -0.93574)  0.11
H (1.47083, -1.61791, -4.41459)  0.11
H (3.50816, -0.47218, 0.99985)  -0.02
H (-7.41136, -0.25338, -2.14479)  0.10
H (1.54405, 0.58061, 2.16584)  0.05

SMILES string = CNC[C@H](C[C@@H](C)Cl)OC[C@H](CCCO)O[C@@](C)(CCN)P(C)O.C[N+](=O)[O-]
frontier orbital gap = 8.4 eV

---

[3]
The following is a DFT calculation (wB97M-V/def2-TZVPD) of a molecular structure, C17H39GeN2O4PSSeTi in a non-equilibrium geometry.

Each line ends with the Löwdin charge.
Atoms and positions in Å:
Se (0.50332, -0.08533, 2.51315)  0.31
Ge (-1.16973, -2.18746, -2.10939)  0.71
Ti (-0.70437, 0.02663, 0.54771)  0.42
S (2.43110, 0.22682, -0.08041)  0.85
P (-0.95810, 2.34668, -1.25932)  0.92
O (-0.59062, 2.39868, 0.36418)  -0.43
O (0.98652, 0.30904, -0.63152)  -0.73
O (-2.13879, 1.22327, -0.91274)  -0.40
O (-1.76773, 3.71390, -1.44231)  -0.31
N (-3.14581, -1.48407, 2.13586)  -0.11
N (-2.98842, 0.53485, 2.78957)  -0.13
C (-1.27097, -4.10423, -2.36900)  -0.22
C (-4.41433, 1.84972, -1.58392)  -0.05
C (-2.94977, -2.77260, 1.47292)  -0.01
C (2.81218, -1.50742, 0.04536)  -0.24
C (0.53848, 3.23120, 0.76489)  -0.28
C (-3.47022, 1.65620, -0.42983)  -0.24
C (3.34798, 0.56678, -1.55922)  -0.23
C (0.04705, 4.54235, 1.31824)  -0.05
C (-2.54425, 1.91210, 2.97711)  -0.02
C (-3.88895, -0.08125, 3.63738)  -0.03
C (-3.98647, -1.35506, 3.22750)  -0.03
C (-1.54157, 4.53862, -2.62854)  -0.25
C (-2.92973, -1.45298, -2.52300)  -0.22
C (-1.77717, 3.81394, -3.93186)  -0.09
C (-0.66659, -1.81508, -0.23569)  -0.28
C (-2.49456, -0.32938, 1.86502)  -0.23
C (0.11421, -1.42120, -3.34629)  -0.21
H (-3.79763, 0.85886, 0.22811)  0.10
H (-2.23390, 5.36627, -2.50921)  0.12
H (-0.52870, 4.93565, -2.56726)  0.11
H (-0.12668, -2.64805, 0.21552)  -0.01
H (1.07809, 2.63828, 1.50034)  0.07
H (-4.12171, 2.69162, -2.20679)  0.06
H (-2.83342, -0.50923, -3.05892)  0.01
H (1.01676, -2.03181, -3.41142)  0.02
H (-2.09861, -4.51903, -1.79038)  0.02
H (2.40314, -1.87253, 0.98335)  0.03
H (-1.45004, -4.32257, -3.42363)  0.03
H (-4.57769, -2.17471, 3.59522)  0.13
H (-1.08127, 2.98637, -4.07751)  0.07
H (-0.54849, 4.38076, 2.21711)  0.08
H (-0.35042, -4.60140, -2.05996)  0.02
H (-2.79516, 3.43147, -3.99992)  0.07
H (-0.55822, 5.08216, 0.59098)  0.07
H (-3.04928, 2.58828, 2.29139)  0.08
H (-0.34898, -1.39102, -4.33426)  0.03
H (-3.46313, -2.16304, -3.15733)  0.03
H (4.41033, 0.51946, -1.31503)  0.07
H (3.08275, -0.15418, -2.33198)  0.07
H (-1.99673, -3.20949, 1.75748)  0.10
H (-4.47462, 0.95201, -2.19618)  0.07
H (2.35467, -1.99977, -0.81338)  0.07
H (-3.75810, -3.43008, 1.78286)  0.10
H (0.38941, -0.41015, -3.04715)  0.00
H (-2.99019, -2.64972, 0.39536)  0.06
H (-1.46895, 1.95092, 2.82609)  0.03
H (3.08761, 1.57610, -1.87369)  0.06
H (-1.62764, 4.51531, -4.75387)  0.09
H (-2.76627, 2.20974, 3.99846)  0.10
H (-3.52674, -1.28094, -1.62540)  0.01
H (-4.37441, 0.44100, 4.44257)  0.13
H (3.89778, -1.60809, 0.02271)  0.07
H (-3.33570, 2.56563, 0.15100)  0.10
H (0.90322, 5.16257, 1.58936)  0.09
H (-5.41038, 2.05690, -1.18499)  0.10
H (1.18640, 3.37486, -0.10686)  0.11

spin multiplicity = 2
charge = +1
expectation value of S² = 0.755
frontier orbital gap (spin up / spin down) = 7.6 / 6.9 eV

---

[4]
The following is a DFT calculation (wB97M-V/def2-TZVPD) of 3 unconnected molecules or ions with the total composition C17H39IO4P in a non-equilibrium geometry.

Each line ends with the Löwdin charge.
Atoms and positions in Å:
I (-4.95721, 2.88340, 2.48949)  0.57
P (-2.42453, -2.14335, 1.48193)  0.49
O (-1.52488, -3.07903, 2.68815)  -0.37
O (1.73313, -0.30494, -3.10835)  -0.06
O (-1.16559, -2.44575, 0.27490)  -0.36
O (0.38401, 2.73059, -0.47527)  -0.06
C (0.87137, 4.93311, -1.31118)  -0.07
C (3.35820, 0.94947, 2.62179)  -0.13
C (2.21202, -0.16033, 2.48875)  -0.25
C (-3.31485, 0.55265, 1.36249)  -0.41
C (-0.20922, -2.45498, 2.54353)  -0.24
C (2.18101, -3.99291, 0.95372)  -0.04
C (-4.22433, 1.72742, 0.74486)  -0.60
C (0.69842, -0.91740, 0.38795)  -0.12
C (2.02787, -1.56710, -5.13384)  -0.07
C (1.03539, 0.20283, 1.46553)  -0.21
C (1.04523, -3.44196, 0.30910)  -0.08
C (0.30820, -2.21439, -3.41903)  -0.06
C (0.11942, -2.30438, 0.97782)  -0.42
C (-3.26336, -0.76661, 0.42574)  -0.34
C (0.42259, 4.10740, -0.11506)  -0.50
C (-0.95204, 4.53585, 0.36996)  -0.06
C (1.03822, -1.06477, -4.09329)  -0.50
H (2.31694, -3.87032, 2.08187)  0.05
H (-0.10661, -0.50568, -0.31545)  0.11
H (-0.39014, -1.84075, -2.66560)  0.08
H (-3.52640, 2.40620, 0.16108)  0.03
H (1.85509, 4.60488, -1.65654)  0.08
H (-0.95692, 5.58650, 0.67190)  0.08
H (1.58682, -1.16374, -0.29687)  0.10
H (1.01226, -2.87018, -2.89749)  0.07
H (1.52263, -2.14190, -5.91444)  0.08
H (1.73114, -0.28356, 3.52349)  0.09
H (-4.33614, -1.02162, 0.14394)  0.07
H (2.37612, -0.88645, -2.68304)  0.08
H (-3.07183, -3.26858, 0.85468)  0.00
H (4.37335, 0.43313, 2.48051)  0.07
H (0.00113, -1.60154, 3.25758)  0.09
H (0.92536, 5.99577, -1.05990)  0.08
H (-0.24909, -2.80757, -4.14903)  0.08
H (-3.54721, -2.15238, 2.42387)  -0.01
H (1.14899, 4.21177, 0.69560)  0.14
H (1.39247, 1.11753, 0.86934)  0.08
H (-2.27364, 1.00052, 1.50409)  0.08
H (3.19348, 1.79206, 1.88225)  0.06
H (-5.09539, 1.34457, 0.11925)  0.05
H (3.31318, 1.35968, 3.69104)  0.07
H (3.00357, -4.51011, 0.36789)  0.04
H (2.79097, -2.20139, -4.67164)  0.08
H (0.18199, 4.80772, -2.15218)  0.08
H (2.60098, -1.19938, 2.20309)  0.10
H (-0.25687, 2.63002, -1.19085)  0.09
H (-1.70337, 4.39452, -0.41385)  0.08
H (0.75189, -3.79194, -0.73795)  0.10
H (-3.73050, 0.18322, 2.36377)  0.06
H (-2.64591, -0.57054, -0.50710)  0.06
H (-1.26454, 3.92595, 1.22160)  0.08
H (0.07831, 0.56050, 1.98882)  0.10
H (0.31329, -0.39810, -4.56826)  0.14
H (2.55274, -0.72919, -5.60066)  0.07
H (-1.73389, -1.00867, 2.09501)  0.02
H (0.46671, -3.29583, 2.95051)  0.10

charge = -1
frontier orbital gap = 6.8 eV

---

| no. | calculated total energy (Eh) |
| --- | --- |
| 1 | -17529.88849 |
| 2 | -2088.25502 |
| 3 | -7148.77989 |
| 4 | -1610.98940 |